A molecular structure, C52H124N4O16P2 at a distorted geometry. Source: the OMol25 dataset; level of theory: the ωB97M-V functional and the def2-TZVPD basis.

Each line ends with the Löwdin charge.
Positions of all 198 atoms, in Å:
H: 2.564 -23.718 -5.666  0.110
H: -3.361 -31.510 -6.659  0.089
H: 1.013 -28.606 -1.618  0.101
C: 10.488 -30.225 -10.222  -0.230
H: 3.490 -32.657 -5.361  0.082
H: 8.957 -23.626 -0.425  0.093
H: 8.541 -31.210 -10.219  0.070
C: -1.053 -27.844 -6.191  -0.251
H: 7.657 -18.588 -8.166  0.092
N: 10.036 -28.878 -9.593  0.243
H: 9.197 -30.716 -2.221  0.142
H: 6.154 -27.711 -1.701  0.085
H: 4.830 -23.125 -6.101  0.063
C: 12.577 -31.898 -12.456  -0.044
H: -2.707 -29.088 -5.698  0.122
H: 6.642 -30.346 -12.288  0.083
P: 4.607 -31.529 -11.905  1.062
C: 7.706 -20.988 -5.561  -0.147
C: 4.739 -36.275 -9.259  -0.060
N: 6.868 -18.648 -5.428  0.233
H: 6.840 -26.310 -9.434  0.083
H: 6.673 -26.623 0.162  0.124
C: 5.507 -34.957 -9.666  -0.247
H: 5.429 -27.122 -9.107  0.077
H: 11.532 -29.599 -12.082  0.130
H: 4.403 -36.792 -10.158  0.059
C: 9.061 -25.411 -4.487  -0.873
C: 5.409 -28.357 -5.624  -0.991
H: 5.213 -34.751 -12.684  0.070
H: 1.777 -32.001 -12.517  0.094
H: 6.265 -18.854 -4.644  0.168
H: 10.801 -30.802 -9.353  0.159
H: 2.954 -26.185 -4.837  0.086
H: -2.563 -31.786 -8.231  0.075
H: 6.435 -17.898 -5.947  0.174
H: 2.585 -28.713 -7.185  0.083
C: 4.699 -33.743 -10.083  -0.257
C: 1.743 -31.965 -11.428  -0.237
H: -1.100 -27.553 -7.240  0.098
H: 9.010 -29.726 -5.746  0.099
C: 6.433 -27.320 -9.480  -0.098
O: 5.266 -29.013 -6.713  0.100
H: 6.243 -31.695 -4.059  0.094
H: 6.141 -30.077 -10.093  0.096
H: 4.673 -24.025 -4.613  0.068
C: 0.433 -31.637 -10.730  -0.238
C: 5.624 -30.039 -12.049  -0.272
H: 1.168 -26.030 -7.442  0.102
H: -2.512 -29.453 -8.064  0.115
H: 6.172 -35.201 -10.494  0.094
C: 6.541 -28.037 -10.820  -0.261
H: 5.976 -20.091 -6.504  0.156
C: 1.620 -29.101 -6.858  -0.219
H: 5.982 -30.652 -7.030  0.044
C: -1.896 -30.020 -7.366  -0.309
C: 7.016 -19.823 -6.316  -0.322
O: 4.962 -28.776 -0.318  -0.048
O: 9.832 -24.403 -4.291  -0.060
H: 1.035 -29.249 -7.765  0.070
C: 3.186 -24.464 -6.159  -0.282
H: 4.777 -29.028 -10.322  0.114
C: 2.999 -31.039 -11.155  -0.235
H: 9.630 -31.870 -11.342  0.091
H: 3.762 -31.456 -14.068  0.088
H: 8.346 -21.895 -3.097  0.113
O: 6.929 -21.219 -4.375  -0.179
H: 0.597 -31.515 -9.659  0.082
H: 8.415 -29.183 -2.827  0.119
C: 8.885 -30.132 -3.087  -0.173
H: 2.040 -32.974 -11.142  0.089
H: 7.700 -23.107 -4.338  0.078
P: 0.698 -27.816 -5.920  1.000
O: 8.041 -31.040 -3.786  -0.182
C: 10.117 -29.876 -3.992  -0.247
O: 6.286 -31.560 -7.100  0.074
H: 0.952 -27.090 -0.895  0.108
H: 3.812 -26.272 -1.121  0.087
H: 0.784 -29.225 -3.911  0.100
H: 8.672 -20.573 -5.273  0.142
H: -1.180 -29.911 -5.358  0.102
C: 2.747 -25.854 -5.855  -0.225
H: 6.243 -30.090 -3.347  0.076
N: 9.665 -29.139 -5.250  0.244
H: -1.145 -30.199 -10.783  0.062
H: 6.133 -27.373 -11.582  0.123
H: 9.347 -28.195 -5.085  0.115
H: 3.302 -36.342 -14.580  0.074
H: 10.532 -30.845 -4.268  0.157
C: 9.303 -30.911 -10.939  -0.019
C: 5.926 -29.524 -0.015  -0.881
O: 7.109 -24.548 0.039  -0.167
H: -1.666 -32.085 -6.829  0.076
O: 8.670 -25.738 -5.702  0.059
C: 2.643 -31.512 -7.063  -0.244
H: 7.205 -26.860 -2.539  0.092
C: 4.289 -25.506 -1.732  -0.042
H: 7.617 -28.061 -10.992  0.089
H: 2.050 -33.395 -6.185  0.071
H: 2.115 -28.066 -3.988  0.082
O: 8.272 -32.470 -7.038  -0.016
H: 7.752 -18.348 -5.043  0.177
H: 3.548 -33.785 -14.871  0.109
H: 10.522 -29.012 -5.770  0.150
C: 1.271 -26.172 -6.367  -0.231
H: 13.227 -32.762 -12.317  0.101
H: 3.326 -36.461 -12.795  0.070
H: 9.256 -28.955 -8.956  0.112
H: -1.039 -30.033 -8.040  0.079
C: -2.429 -31.410 -7.217  -0.094
H: 12.500 -29.355 -10.652  0.130
H: 2.772 -30.017 -11.460  0.090
H: 7.757 -21.836 -6.243  0.148
H: -0.488 -26.800 -3.389  0.088
H: 0.935 -30.967 -5.880  0.101
H: 5.463 -34.955 -14.460  0.110
H: 6.450 -33.084 -11.323  0.101
C: 7.507 -22.246 -3.698  -0.134
H: 12.144 -28.896 -3.620  0.082
N: 6.213 -26.978 -2.394  0.253
H: 8.084 -26.457 -5.454  0.038
H: 0.516 -25.507 -5.948  0.098
H: -0.151 -32.555 -10.783  0.117
H: -1.019 -28.556 -0.255  0.074
H: 8.807 -30.358 -11.737  0.072
H: 6.144 -28.642 -6.824  0.053
O: 8.100 -30.312 -7.429  -0.096
H: 2.894 -33.790 -13.307  0.089
C: 3.914 -36.235 -13.685  -0.082
H: 5.312 -24.828 -6.097  0.076
C: -1.699 -29.272 -6.072  -0.209
H: 2.459 -30.461 -5.301  0.109
H: 6.153 -34.630 -8.851  0.115
H: 10.789 -28.622 -8.970  0.159
O: 12.440 -31.245 -11.172  -0.187
H: 3.928 -35.933 -8.617  0.067
H: 5.208 -29.475 -12.884  0.105
H: 5.515 -25.490 0.541  0.136
C: 5.801 -25.629 -1.675  -0.231
H: 0.437 -29.516 -11.190  0.066
H: 3.878 -34.105 -10.702  0.092
C: 0.445 -27.676 -1.661  -0.231
H: 3.831 -25.430 -2.718  0.055
H: 5.376 -37.004 -8.757  0.077
H: 8.312 -24.541 -1.719  0.051
H: 6.255 -24.901 -2.347  0.117
C: 7.593 -31.455 -7.316  -0.857
C: 4.456 -32.181 -13.642  -0.211
H: 6.740 -22.662 -3.044  0.089
H: 11.146 -29.233 -2.236  0.089
H: 3.055 -30.969 -10.068  0.081
H: 3.448 -26.478 -6.409  0.099
H: 7.832 -20.398 -8.126  0.099
H: 4.208 -24.552 -1.212  0.093
H: 5.744 -26.962 -3.288  0.108
H: 5.921 -32.095 -9.962  0.072
H: 11.571 -32.217 -12.728  0.077
C: 1.047 -28.197 -4.161  -0.235
H: -1.488 -27.126 -1.142  0.070
C: 11.762 -30.018 -11.103  -0.196
C: 8.366 -24.518 -0.630  -0.075
C: 4.734 -34.901 -13.651  -0.240
H: 8.854 -19.259 -7.188  0.092
O: 6.446 -27.724 -5.536  0.013
H: 3.579 -31.049 -7.375  0.080
C: 5.763 -29.270 -10.720  -0.263
C: 6.714 -31.072 -3.299  -0.062
H: 6.643 -31.385 -2.258  0.097
H: 1.174 -26.271 -3.179  0.091
O: 8.799 -26.301 -3.690  -0.052
H: 4.323 -33.305 -9.159  0.099
H: 2.965 -24.240 -7.203  0.111
C: 7.850 -19.470 -7.555  -0.021
H: 10.663 -27.907 -3.274  0.071
C: -0.223 -30.371 -11.339  -0.079
H: 3.578 -33.509 -6.955  0.051
O: 7.154 -29.294 -0.379  0.066
C: 11.111 -28.901 -3.274  -0.018
O: 4.575 -28.376 -4.770  0.042
C: 2.990 -32.857 -6.308  -0.053
H: 8.945 -25.404 -0.373  0.098
H: 5.453 -32.066 -14.067  0.095
O: 5.817 -30.600 0.674  -0.052
H: -0.505 -30.534 -12.379  0.081
C: 6.320 -25.649 -0.177  -0.178
H: 2.063 -31.714 -7.963  0.073
H: 6.884 -27.959 -8.721  0.057
C: 3.839 -33.643 -13.830  -0.219
C: -0.992 -28.091 -1.241  -0.101
H: 4.672 -36.988 -13.903  0.073
H: 7.270 -30.065 0.181  0.074
H: 12.977 -31.200 -13.192  0.092
H: -1.512 -28.826 -1.855  0.069
C: 4.596 -24.110 -5.697  -0.080
C: 5.574 -32.694 -10.804  -0.228
C: 1.862 -30.500 -6.212  -0.230
H: 9.823 -28.168 -10.280  0.153
C: 0.515 -27.138 -3.128  -0.214
H: -1.433 -27.028 -5.576  0.098

E: -113216.048 eV
Highest occupied orbital energy: -9.87 eV
Charge: +2

2 unconnected molecules or ions with the total composition C3H12NO at a distorted geometry. Source: the OMol25 dataset; level of theory: the ωB97M-V functional and the def2-TZVPD basis.

Each line ends with the natural charge from an NBO analysis.
Positions of all 17 atoms, in Å:
H: 1.211 -0.545 2.033  0.295
H: -0.800 -2.013 1.276  0.210
N: 0.194 -0.292 2.019  -1.096
H: -0.303 -2.111 2.969  0.216
C: -0.698 -1.454 2.201  -0.512
H: 0.042 0.165 1.088  0.443
C: -0.134 0.172 -1.684  -0.080
H: 0.076 0.440 2.764  0.267
H: -1.660 -1.104 2.529  0.214
H: -0.670 1.776 -0.399  0.488
H: 0.279 -0.759 -1.317  0.190
C: 0.791 0.961 -2.587  -0.666
H: 1.677 0.515 -3.007  0.226
H: 1.177 1.775 -1.986  0.227
O: -0.350 0.867 -0.420  -0.813
H: 0.303 1.500 -3.397  0.212
H: -1.136 0.107 -2.081  0.180

<S²>: 0.7505
E: -6839.481 eV
Multiplicity: 2
Highest occupied orbital energy (alpha / beta): -3.17 / -11.19 eV

A molecular structure, C2H2Br6 at a distorted geometry. Source: the OMol25 dataset; level of theory: the ωB97M-V functional and the def2-TZVPD basis.

Each line ends with the natural charge from an NBO analysis.
Positions of all 10 atoms, in Å:
H: 0.861 -1.673 -0.382  0.215
Br: -1.870 2.263 1.904  0.068
H: -0.672 3.305 -0.039  0.226
C: -0.305 2.748 0.809  -0.471
Br: -1.503 -2.010 -1.201  0.082
Br: 1.264 -2.865 -2.501  0.085
Br: 0.964 3.724 1.856  0.121
C: 0.357 -2.514 -0.832  -0.478
Br: 0.407 1.088 0.059  0.055
Br: 0.497 -4.067 0.327  0.095

E: -422360.424 eV
Highest occupied orbital energy: -10.30 eV

> Look up the E of the second one.

-6839.481 eV

> Among the records above, which one has the highest E?

C3H12NO